1.
The following is a DFT calculation (the ωB97M-V functional and the def2-TZVPD basis) of 12 unconnected molecules or ions with the total composition C5H36N2O11S.

HOMO (spin up / spin down): -0.039 / -5.299 eV
maximum force: 3.30 eV/Å
charge: -1
Kohn-Sham gap (spin up / spin down): 2.096 / 7.272 eV
spin multiplicity: 2
E_tot: -1547.3197 Eh
⟨S²⟩: 0.750

```
55
C5H36N2O11S (the ωB97M-V functional and the def2-TZVPD basis)
N -0.226 2.564 -1.307
C -0.826 2.338 0.008
C -2.225 3.087 -0.071
S -3.667 2.040 -0.606
C -0.980 0.920 0.560
N 0.345 0.533 1.106
C 1.189 -0.523 0.552
C 2.558 -0.544 1.306
H -0.659 1.923 -1.998
H -3.086 1.153 -1.500
H 0.781 2.444 -1.225
H -0.321 3.027 0.743
H -2.335 3.559 0.884
H -2.249 3.867 -0.840
H -1.253 0.286 -0.340
H -1.776 0.917 1.327
H 0.931 1.320 1.280
H 1.355 -0.265 -0.514
H 0.624 -1.436 0.735
H 2.825 -1.588 1.219
H 3.209 0.230 0.984
H 2.417 -0.277 2.374
H -0.440 -3.208 -1.294
H 0.814 -3.770 -1.983
O 0.550 -3.281 -1.200
H -4.019 -1.402 1.378
H -3.424 -0.435 2.484
O -3.302 -1.258 2.005
H -2.098 -1.031 -2.533
H -0.620 -1.248 -1.958
O -1.398 -0.664 -1.972
H 2.882 -1.531 -3.339
H 2.830 -2.582 -2.122
O 2.478 -2.314 -2.968
H 1.960 3.005 1.563
H 2.262 3.201 -0.032
O 2.581 2.825 0.804
H 0.812 2.436 3.748
H -0.462 1.798 3.311
O 0.245 2.396 2.966
H 1.110 -3.841 0.467
H 1.289 -3.446 1.970
O 1.516 -4.100 1.308
H -1.918 1.375 -4.181
H -1.095 0.581 -3.128
O -1.356 0.603 -4.051
H -1.262 -1.095 4.070
H -0.382 -1.112 2.840
O -0.881 -1.702 3.416
H 3.115 1.456 -1.016
H 4.270 0.899 -1.006
O 3.538 0.797 -1.638
H -1.817 -3.304 -0.141
H -2.405 -2.373 -1.341
O -1.997 -3.254 -1.104
```


2.
The following is a DFT calculation (the ωB97M-V functional and the def2-TZVPD basis) of C4H5NOS in the gas phase.

HOMO: -8.176 eV
maximum force: 4.39 eV/Å
charge: 0
Kohn-Sham gap: 7.569 eV
spin multiplicity: 1
SMILES: [H]/N=C\O/C=C\C=S
E_tot: -683.4909 Eh

```
12
C4H5NOS (the ωB97M-V functional and the def2-TZVPD basis)
H -1.252 -2.967 0.611
N -1.971 -2.375 0.154
C -1.782 -1.169 -0.089
O -0.551 -0.565 -0.066
C 0.022 0.706 0.143
C 1.308 0.906 0.068
C 2.243 -0.241 -0.053
S 1.791 -1.795 -0.087
H -2.715 -0.683 -0.403
H -0.639 1.590 0.277
H 1.682 1.967 0.124
H 3.317 -0.012 -0.304
```


3.
The following is a DFT calculation (the ωB97M-V functional and the def2-TZVPD basis) of 7 unconnected molecules or ions with the total composition C42H61NO18S.

HOMO: -7.724 eV
maximum force: 3.73 eV/Å
charge: 0
Kohn-Sham gap: 8.262 eV
spin multiplicity: 1
SMILES: c1ccc(-c2cccc3c2Sc2ccccc2N3)cc1.CCOC(=O)OC.CCOC(=O)OC.CCOC(=O)OC.CCOC(=O)OC.CCOC(=O)OC.CCOC(=O)OC
E_tot: -3444.2265 Eh

```
123
C42H61NO18S (the ωB97M-V functional and the def2-TZVPD basis)
C 0.887 -9.224 -0.954
C 1.486 -8.076 -1.654
C 0.977 -6.698 -1.446
C -0.126 -6.554 -0.503
C -0.808 -5.180 -0.203
C -0.176 -4.097 0.546
C -0.972 -2.863 0.742
C -2.354 -2.725 0.253
C -3.008 -3.822 -0.506
C -2.182 -5.023 -0.720
S -2.992 -6.371 -1.666
C -4.698 -6.257 -1.000
C -5.496 -7.447 -0.741
C -6.841 -7.340 -0.174
C -7.340 -5.984 0.105
C -6.528 -4.779 -0.158
C -5.163 -4.874 -0.729
N -4.353 -3.717 -1.003
C -0.714 -7.706 0.222
C -0.213 -9.064 0.014
H 1.252 -10.262 -1.139
H 2.310 -8.283 -2.375
H 1.392 -5.815 -1.984
H 0.871 -4.209 0.920
H -0.450 -2.040 1.298
H -2.883 -1.758 0.446
H -5.011 -8.435 -0.962
H -7.407 -8.276 0.026
H -8.376 -5.925 0.524
H -6.971 -3.778 0.063
H -4.805 -2.846 -0.730
H -1.563 -7.528 0.934
H -0.707 -9.895 0.563
C 2.981 3.149 0.761
C 3.372 2.857 -0.674
O 3.173 1.472 -0.993
C 1.905 1.106 -1.210
O 0.940 1.827 -1.171
O 1.889 -0.211 -1.457
C 0.577 -0.755 -1.610
H 3.505 2.478 1.446
H 3.219 4.181 1.024
H 1.913 2.994 0.920
H 4.436 3.058 -0.807
H 2.834 3.496 -1.377
H 0.007 -0.211 -2.364
H 0.057 -0.742 -0.653
H 0.679 -1.789 -1.935
C 4.299 7.999 -5.219
C 2.956 8.409 -4.648
O 1.890 7.637 -5.217
C 1.765 6.392 -4.744
O 2.449 5.881 -3.894
O 0.758 5.799 -5.400
C 0.581 4.424 -5.062
H 4.281 8.046 -6.310
H 5.091 8.651 -4.848
H 4.546 6.971 -4.949
H 2.756 9.450 -4.905
H 2.942 8.338 -3.558
H 0.479 4.289 -3.985
H 1.419 3.838 -5.445
H -0.333 4.077 -5.542
C 4.502 3.457 8.139
C 3.743 4.075 6.982
O 4.286 3.658 5.722
C 3.962 2.419 5.335
O 3.260 1.647 5.936
O 4.575 2.175 4.168
C 4.393 0.843 3.687
H 5.570 3.665 8.052
H 4.139 3.849 9.091
H 4.388 2.372 8.152
H 3.847 5.160 7.020
H 2.675 3.851 7.033
H 3.336 0.581 3.634
H 4.931 0.141 4.326
H 4.812 0.790 2.683
C 8.090 4.027 5.606
C 9.465 3.496 5.253
O 10.483 4.474 5.505
C 10.822 4.634 6.789
O 10.364 4.031 7.726
O 11.749 5.600 6.856
C 12.131 5.941 8.188
H 7.901 4.973 5.094
H 7.316 3.310 5.328
H 8.005 4.224 6.676
H 9.504 3.276 4.185
H 9.686 2.566 5.782
H 12.444 5.061 8.749
H 11.305 6.445 8.694
H 12.972 6.630 8.125
C -0.399 7.279 -8.429
C -1.531 6.380 -8.887
O -2.760 6.713 -8.227
C -3.381 7.806 -8.681
O -3.010 8.512 -9.584
O -4.483 7.996 -7.941
C -5.192 9.193 -8.258
H -0.310 7.258 -7.341
H 0.547 6.961 -8.869
H -0.577 8.317 -8.714
H -1.305 5.347 -8.619
H -1.658 6.412 -9.972
H -5.423 9.247 -9.322
H -4.611 10.063 -7.947
H -6.127 9.182 -7.700
C -12.278 -11.333 1.438
C -10.790 -11.618 1.499
O -10.028 -10.403 1.495
C -9.997 -9.739 2.657
O -10.533 -10.073 3.682
O -9.281 -8.620 2.475
C -9.250 -7.762 3.616
H -12.511 -10.692 0.585
H -12.844 -12.262 1.351
H -12.617 -10.808 2.333
H -10.491 -12.173 0.609
H -10.532 -12.231 2.365
H -8.918 -8.297 4.506
H -10.235 -7.323 3.777
H -8.541 -6.961 3.408
```


4.
The following is a DFT calculation (the ωB97M-V functional and the def2-TZVPD basis) of C19H26N2O3 in the gas phase.

HOMO: -9.213 eV
maximum force: 0.64 eV/Å
charge: 0
Kohn-Sham gap: 9.364 eV
spin multiplicity: 1
SMILES: CCCCCCCCN1C(=O)C(O)=C(C(C)=O)[C@@H]1c1ccccn1
E_tot: -1074.8642 Eh

```
50
C19H26N2O3 (the ωB97M-V functional and the def2-TZVPD basis)
C -4.872 -1.785 0.148
C -5.330 -0.341 -0.021
C -4.233 0.576 -0.563
C -3.100 0.817 0.432
C -2.020 1.725 -0.151
C -0.836 1.888 0.799
C 0.333 2.609 0.131
C 1.637 2.512 0.934
N 2.502 1.436 0.511
C 3.608 1.644 -0.225
O 4.048 2.687 -0.676
C 4.293 0.328 -0.354
O 5.442 0.272 -1.020
C 3.592 -0.609 0.319
C 3.862 -2.030 0.515
C 5.124 -2.535 -0.129
O 3.116 -2.741 1.160
C 2.322 0.040 0.835
C 1.163 -0.613 0.101
C 0.371 -1.569 0.727
C -0.641 -2.164 -0.007
C -0.825 -1.784 -1.328
C 0.028 -0.828 -1.856
N 1.001 -0.262 -1.165
H -4.492 -2.175 -0.794
H -4.087 -1.861 0.895
H -5.704 -2.410 0.466
H -6.175 -0.319 -0.714
H -5.680 0.044 0.939
H -4.676 1.539 -0.829
H -3.819 0.140 -1.476
H -3.504 1.264 1.343
H -2.641 -0.136 0.703
H -2.444 2.704 -0.383
H -1.662 1.289 -1.086
H -1.149 2.441 1.688
H -0.513 0.898 1.125
H 0.073 3.660 -0.006
H 0.512 2.180 -0.856
H 1.419 2.393 2.001
H 2.226 3.422 0.792
H 5.619 1.177 -1.344
H 5.978 -1.976 0.246
H 5.074 -2.372 -1.203
H 5.250 -3.594 0.081
H 2.199 -0.102 1.914
H 0.553 -1.845 1.753
H -1.276 -2.913 0.444
H -1.606 -2.220 -1.931
H -0.062 -0.498 -2.883
```


5.
The following is a DFT calculation (the ωB97M-V functional and the def2-TZVPD basis) of a molecular structure, C22H36AlBCdNO2Si.

HOMO: -10.694 eV
maximum force: 3.03 eV/Å
charge: +1
Kohn-Sham gap: 3.384 eV
spin multiplicity: 1
E_tot: -1789.3185 Eh

```
65
C22H36AlBCdNO2Si (the ωB97M-V functional and the def2-TZVPD basis)
C 1.721 0.361 4.214
O 2.468 -0.081 3.027
B 2.881 0.796 2.166
O 3.281 2.057 2.202
Al 2.994 0.072 0.016
C 2.621 -1.914 0.203
C 1.267 -2.254 0.800
C 0.435 -3.210 -0.093
C -0.591 -2.521 -0.996
C -2.061 -2.883 -0.754
C -2.543 -2.953 0.705
C -3.292 -1.719 1.237
C -2.715 -0.350 0.811
Si -3.840 0.728 -0.249
C -4.561 -0.201 -1.699
C -5.257 1.293 0.836
C -2.823 2.189 -0.835
C -2.072 2.123 -2.002
C -1.295 3.189 -2.417
C -1.251 4.346 -1.658
C -1.988 4.435 -0.500
C -2.768 3.367 -0.093
C 4.734 0.558 -0.702
C 5.148 1.888 -0.867
C 6.390 2.161 -1.420
N 7.249 1.213 -1.792
C 6.885 -0.054 -1.628
C 5.657 -0.422 -1.090
H 1.214 -0.521 4.588
H 0.995 1.121 3.939
H 2.434 0.741 4.938
H 2.785 2.696 1.667
H 1.801 0.898 -0.676
H 2.744 -2.156 -0.870
H 3.431 -2.361 0.776
H 1.434 -2.700 1.780
H 0.651 -1.364 0.971
H -0.027 -3.978 0.525
H 1.216 -3.666 -0.714
H -0.358 -2.777 -2.033
H -0.449 -1.437 -0.939
H -2.298 -3.815 -1.268
H -2.655 -2.118 -1.257
H -3.225 -3.802 0.772
H -1.730 -3.178 1.398
H -4.357 -1.803 1.006
H -3.239 -1.767 2.327
H -1.744 -0.458 0.325
H -2.532 0.249 1.710
H -3.804 -0.613 -2.367
H -5.164 0.487 -2.295
H -5.201 -1.018 -1.366
H -5.745 2.162 0.393
H -4.936 1.536 1.848
H -6.008 0.504 0.895
H -2.107 1.219 -2.600
H -0.718 3.119 -3.329
H -0.647 5.182 -1.983
H -1.960 5.346 0.085
H -3.352 3.445 0.817
H 4.505 2.717 -0.596
H 6.712 3.187 -1.558
H 7.600 -0.810 -1.926
H 5.435 -1.479 -0.977
Cd 2.624 -5.000 -1.426
```


6.
The following is a DFT calculation (the ωB97M-V functional and the def2-TZVPD basis) of a molecular structure, C31H28Br2IN5O6SiW.

HOMO (spin up / spin down): -6.363 / -6.647 eV
maximum force: 4.09 eV/Å
charge: 0
Kohn-Sham gap (spin up / spin down): 6.215 / 6.329 eV
spin multiplicity: 1
E_tot: -7725.8731 Eh

```
75
C31H28Br2IN5O6SiW (the ωB97M-V functional and the def2-TZVPD basis)
W -0.188 -0.531 0.349
O -4.297 -5.004 1.762
C -3.456 -3.998 1.436
C -3.570 -2.711 1.931
C -2.635 -1.771 1.555
N -1.630 -2.040 0.726
C -1.573 -3.267 0.190
C -2.438 -4.272 0.527
C -0.512 -3.359 -0.869
O -0.229 -4.406 -1.417
O -0.007 -2.195 -1.108
C -2.629 -0.349 1.988
O -3.464 0.182 2.675
O -1.580 0.269 1.480
H -4.947 -4.695 2.405
H -4.354 -2.412 2.618
H -2.330 -5.250 0.077
C -3.643 -0.612 -1.385
C -2.398 -0.316 -2.170
C -2.399 -0.295 -3.543
C -1.208 -0.015 -4.225
C -0.055 0.237 -3.533
C -0.096 0.171 -2.126
N -1.277 -0.060 -1.477
N 0.920 0.257 -1.247
Si 2.477 0.951 -1.621
C 2.199 2.662 -2.319
C 3.440 -0.119 -2.832
C 3.519 1.129 -0.090
H -4.526 -0.250 -1.910
H -3.599 -0.142 -0.406
H -3.755 -1.690 -1.244
H -3.316 -0.498 -4.080
H -1.197 -0.014 -5.309
H 0.881 0.432 -4.038
H 1.567 2.662 -3.211
H 3.155 3.123 -2.585
H 1.717 3.291 -1.565
H 2.805 -0.786 -3.420
H 4.165 -0.739 -2.296
H 4.005 0.507 -3.528
H 3.167 1.953 0.537
H 4.547 1.357 -0.392
H 3.538 0.226 0.522
C -1.757 3.085 -1.556
C -1.143 3.326 -0.205
C -1.348 4.581 0.422
C -0.795 4.843 1.632
C -0.002 3.851 2.248
C 0.677 4.019 3.479
Br 0.457 5.615 4.482
C 1.516 3.067 3.960
C 1.667 1.856 3.260
Br 2.961 0.619 3.866
C 0.955 1.581 2.119
O 1.054 0.421 1.494
C 0.131 2.622 1.563
N -0.443 2.375 0.355
H -2.047 4.032 -2.012
H -2.652 2.467 -1.461
H -1.062 2.573 -2.220
H -1.943 5.332 -0.083
H -0.940 5.801 2.112
H 2.072 3.236 4.872
I 0.105 -1.785 3.483
C 1.516 -2.502 2.106
C 2.466 -3.427 2.502
C 3.414 -3.827 1.579
C 3.393 -3.262 0.319
C 2.416 -2.338 0.013
N 1.475 -1.963 0.884
H 2.444 -3.824 3.506
H 4.158 -4.567 1.843
H 4.121 -3.536 -0.432
H 2.344 -1.884 -0.963
```


7.
The following is a DFT calculation (the ωB97M-V functional and the def2-TZVPD basis) of 3 unconnected molecules or ions with the total composition C4H6IN.

HOMO: -9.392 eV
maximum force: 4.46 eV/Å
charge: 0
Kohn-Sham gap: 9.994 eV
spin multiplicity: 1
SMILES: C1=NC1.C#C.I
E_tot: -508.2342 Eh

```
12
C4H6IN (the ωB97M-V functional and the def2-TZVPD basis)
C 0.989 -0.783 -0.863
N 1.479 -0.890 0.230
C 1.060 0.566 -0.040
H 0.503 -1.346 -1.573
H 1.791 1.361 -0.209
H 0.056 0.917 0.169
C -1.521 1.386 -0.956
C -1.683 0.321 -0.463
H -1.391 2.354 -1.453
H -1.838 -0.272 0.347
I -0.243 -2.150 2.977
H 0.797 -1.464 1.835
```


8.
The following is a DFT calculation (the ωB97M-V functional and the def2-TZVPD basis) of 2 unconnected molecules or ions with the total composition C4H10O3S.

HOMO: -9.175 eV
maximum force: 1.88 eV/Å
charge: 0
Kohn-Sham gap: 9.385 eV
spin multiplicity: 1
SMILES: O=C(O)CCCS.O
E_tot: -782.3176 Eh

```
18
C4H10O3S (the ωB97M-V functional and the def2-TZVPD basis)
O -2.187 0.487 2.202
C -1.525 0.395 1.206
O -1.124 1.473 0.497
C -0.749 -0.841 0.830
C -0.568 -1.086 -0.689
C 0.893 -0.997 -1.148
S 1.062 -1.352 -2.941
H -1.286 2.337 0.896
H 0.232 -0.667 1.277
H -1.167 -1.695 1.339
H -1.081 -0.312 -1.255
H -0.979 -2.066 -0.890
H 1.146 0.057 -1.090
H 1.584 -1.516 -0.494
H 1.125 -0.060 -3.273
O 1.649 1.554 1.238
H 1.862 2.334 1.763
H 1.112 1.955 0.533
```